# 1
Entry from the OMol25 dataset: a cluster of 2 separate species, C5H6O2 in total (ωB97M-V/def2-TZVPD).

Output
Total charge = 0
SMILES = CC1C=C1.O=C=O
M = 98.10 g mol⁻¹
ΔE to the lowest compared entry with this formula, charge and spin = 1.835 eV
Orbital gap = 10.20 eV
Lowest unoccupied orbital energy = 0.67 eV
E = -9375.2608 eV
Max |F| = 0.8 eV/A

```
13
Properties=species:S:1:pos:R:3:forces:R:3
C -1.39846 -0.76118 -0.00279 -0.03 0.02 -0.02
C -0.59357 0.39562 0.56870 -0.02 -0.18 0.16
O 1.67604 -1.70343 0.44895 0.62 0.31 -0.48
C 2.43329 -1.13865 -0.23101 0.10 -0.19 0.05
O 3.20047 -0.58114 -0.91218 -0.56 -0.38 0.48
C 0.43597 1.13205 -0.24616 -0.08 0.06 0.00
C -0.65972 1.77578 -0.00949 0.18 0.02 -0.09
H -1.25528 -0.85798 -1.08484 -0.03 0.10 0.13
H -2.46654 -0.60836 0.18452 0.06 -0.09 -0.02
H -1.10647 -1.71199 0.45628 -0.02 0.16 -0.04
H -0.43107 0.30761 1.64888 0.02 0.03 -0.18
H 1.41311 1.07839 -0.70922 -0.28 0.23 0.08
H -1.24775 2.67329 -0.11165 0.04 -0.09 -0.05
```
Positions in Å, forces in eV/Å.



# 2
Entry from the OMol25 dataset: a structure of composition C5H6O2 (ωB97M-V/def2-TZVPD).

Output
Total charge = 0
M = 98.10 g mol⁻¹
ΔE to the lowest compared entry with this formula, charge and spin = 5.069 eV
Orbital gap = 9.94 eV
Lowest unoccupied orbital energy = 0.90 eV
E = -9372.0270 eV
Max |F| = 0.5 eV/A

```
13
Properties=species:S:1:pos:R:3:forces:R:3
O 1.40114 -1.69057 2.08360 0.16 0.06 -0.05
C 0.46499 0.16232 -0.05993 0.29 0.07 -0.03
C -0.23591 1.53800 -0.34394 -0.05 0.39 0.29
O -0.24871 1.43106 -1.75653 0.02 0.02 -0.03
C -0.04492 0.04565 -1.54112 0.05 -0.38 -0.32
C -1.06701 -0.47343 -0.62866 -0.16 -0.15 0.03
C -1.20553 0.60378 0.23487 -0.18 -0.02 0.14
H 2.36374 -1.63240 2.08319 -0.15 -0.07 0.07
H 1.13757 -1.04567 1.39510 0.02 0.00 -0.01
H 0.01407 2.49824 0.09241 -0.04 -0.17 -0.04
H 0.40334 -0.53433 -2.33945 -0.07 0.07 0.15
H -1.35465 -1.50164 -0.45054 0.03 0.17 -0.05
H -1.62811 0.59898 1.23100 0.05 0.01 -0.16
```
Positions in Å, forces in eV/Å.



# 3
Entry from the OMol25 dataset: an isolated molecule of C5H6O2 (ωB97M-V/def2-TZVPD).

Output
Total charge = 0
M = 98.10 g mol⁻¹
ΔE to the lowest compared entry with this formula, charge and spin = 3.021 eV
Orbital gap = 9.11 eV
Lowest unoccupied orbital energy = 0.60 eV
E = -9374.0744 eV
Max |F| = 0.8 eV/A

```
13
Properties=species:S:1:pos:R:3:forces:R:3
O 1.53650 -0.76704 1.68191 -0.55 0.21 -0.55
C 0.72625 -0.45534 0.83316 0.37 -0.12 0.38
C -0.43272 -1.38524 0.52801 0.08 0.08 0.11
O -1.03141 -1.24406 -0.79846 0.02 0.18 -0.22
C -1.08554 -0.15375 -1.51804 0.29 -0.08 0.51
C -0.40668 1.04649 -0.88400 -0.04 -0.03 -0.08
C 0.79122 0.84192 0.06125 -0.05 -0.15 0.02
H -1.23024 -1.21181 1.26463 0.18 -0.05 -0.16
H -0.09350 -2.42401 0.60074 -0.14 0.28 -0.01
H 1.73885 0.83071 -0.49537 -0.21 0.00 0.12
H -1.24298 1.54977 -0.36614 0.09 -0.10 -0.08
H -0.13816 1.71759 -1.70503 -0.08 -0.04 0.16
H 0.86842 1.65476 0.79735 0.04 -0.19 -0.20
```
Positions in Å, forces in eV/Å.



# 4
Entry from the OMol25 dataset: a structure of composition C5H6O2 (ωB97M-V/def2-TZVPD).

Output
Total charge = 0
M = 98.10 g mol⁻¹
ΔE to the lowest compared entry with this formula, charge and spin = 6.531 eV
Orbital gap (spin up / spin down) = 7.59 / 7.59 eV
Lowest unoccupied orbital energy (spin up / spin down) = -0.03 / -0.04 eV
E = -9370.5648 eV
Max |F| = 0.5 eV/A

```
13
Properties=species:S:1:pos:R:3:forces:R:3
C 0.63305 1.09578 1.17291 -0.07 0.33 -0.16
O 0.32443 -1.34732 1.18156 -0.09 -0.14 -0.32
C 0.03525 -1.51968 -0.02412 0.02 -0.26 0.30
C -1.05512 -0.73738 -0.72796 -0.18 -0.23 -0.14
O -1.42814 0.30855 0.20142 -0.07 0.11 -0.01
C -0.14555 0.82936 0.00942 0.27 -0.24 0.27
C 0.15561 0.04520 -1.13692 0.17 0.32 -0.29
H 1.69540 1.28434 1.05620 -0.12 -0.02 0.00
H 0.12147 1.40535 2.07898 0.04 -0.08 -0.13
H 0.57191 -2.25106 -0.65156 -0.05 0.10 0.07
H -1.85497 -1.14334 -1.35212 0.18 0.03 0.15
H 0.01696 2.03345 0.07872 0.07 0.06 0.07
H 0.92971 -0.00325 -1.88654 -0.16 0.02 0.18
```
Positions in Å, forces in eV/Å.